A structure of composition C3H11NO2S2 in a non-equilibrium geometry, computed with wB97M-V/def2-TZVPD.

Positions of all 19 atoms, in Å:
O -4.077 1.501 0.546
H -0.454 -1.322 -1.105
H 2.420 -0.209 0.009
N 1.700 -0.774 0.546
H -1.618 -1.059 0.182
H -3.305 1.965 0.183
H 0.058 -0.026 1.557
H 0.831 0.846 -1.274
H -4.570 1.239 -0.239
S 3.344 1.316 -0.814
C -0.585 -1.348 -0.020
C 0.367 1.051 -0.317
H 1.024 1.725 0.267
H 4.408 0.629 -0.385
C 0.376 -0.265 0.517
H 1.640 -1.754 0.243
H -0.435 -2.350 0.717
O 0.115 -2.820 -0.110
S -1.239 1.653 -0.504

Properties
**Gap between HOMO and LUMO**: 4.238 eV
**Energy**: -1122.1864 Eh
**Energy above the lowest of the compared OMol25 structures with the same formula, charge and spin**: 201.7 kcal per mole